Entry 1:
{
  "formula": "C9H8F3N2O",
  "method": "ωB97M-V with the def2-TZVPD basis set",
  "e_above_lowest_ev": 0.0000,
  "total_charge": 1,
  "gap_ev": 8.729,
  "symbols": ["C", "C", "C", "C", "C", "C", "C", "C", "C", "N", "N", "O", "F", "F", "F", "H", "H", "H", "H", "H", "H", "H", "H"],
  "coordinates": [[2.44573, -1.42806, 0.30208], [2.18689, -0.09904, 0.19312], [1.36363, -2.36631, 0.36046], [0.91589, 0.32565, -0.14555], [0.04361, -1.95635, 0.20484], [-0.16205, -0.59266, -0.05886], [-2.51483, 2.03743, -0.25839], [-1.58973, -0.13894, -0.11328], [-2.66348, -1.25267, -0.21991], [-1.93236, 1.02074, -0.93402], [-2.46500, 1.84197, 1.02280], [-2.12413, 0.60898, 1.46535], [-2.92619, -1.71026, 0.97422], [-3.77756, -0.65390, -0.69790], [-2.38857, -2.27752, -0.99633], [3.54906, -1.74749, 0.47492], [2.98819, 0.51259, 0.30663], [1.52092, -3.40673, 0.44930], [0.66126, 1.43629, -0.36852], [-0.60829, -2.73161, 0.12039], [-3.01346, 2.90141, -0.88824], [-2.23851, 0.73335, -1.81408], [-2.86136, 2.52830, 1.77954]],
  "forces_ev_per_angstrom": [[0.693, -2.885, 1.394], [-1.888, -0.713, -1.091], [0.737, 1.619, -0.612], [-1.799, 1.641, 0.502], [3.794, 1.879, -0.115], [-1.357, 0.661, 0.030], [-0.559, 0.495, -1.540], [0.788, 0.874, 1.164], [-0.898, 0.810, 0.373], [0.781, -0.241, 2.237], [-1.853, 2.475, 1.470], [1.289, -0.691, -2.452], [-0.171, -0.535, 0.855], [-0.156, -0.294, -0.081], [0.269, 0.057, -0.781], [-2.231, 0.342, -0.355], [1.985, 2.201, -0.040], [0.495, -0.890, 0.192], [0.647, -2.079, 0.505], [-2.253, -1.506, 0.213], [1.238, -1.601, 1.980], [-0.607, 0.177, -1.911], [1.056, -1.797, -1.937]],
  "nbo_charge": [-0.124, -0.222, -0.184, -0.120, -0.160, -0.170, 0.311, 0.401, 0.923, -0.594, -0.201, -0.344, -0.277, -0.325, -0.285, 0.247, 0.231, 0.231, 0.230, 0.235, 0.290, 0.440, 0.466]
}

Entry 2:
{
  "formula": "C16H42N2O6",
  "method": "ωB97M-V with the def2-TZVPD basis set",
  "e_above_lowest_ev": 4.2295,
  "smiles": "CC#N.CC#N.CCO.CCO.CCO.CCO.CCO.CCO",
  "gap_ev": 9.477,
  "symbols": ["C", "C", "N", "H", "H", "H", "C", "C", "N", "H", "H", "H", "C", "C", "O", "H", "H", "H", "H", "H", "H", "C", "C", "O", "H", "H", "H", "H", "H", "H", "C", "C", "O", "H", "H", "H", "H", "H", "H", "C", "C", "O", "H", "H", "H", "H", "H", "H", "C", "C", "O", "H", "H", "H", "H", "H", "H", "C", "C", "O", "H", "H", "H", "H", "H", "H"],
  "coordinates": [[3.13245, 1.18718, 4.21370], [3.01445, 2.34118, 3.22170], [2.99645, 3.23418, 2.43470], [3.68445, 1.54618, 5.15370], [2.20945, 0.73018, 4.52570], [3.69845, 0.31818, 3.88370], [-1.52955, -1.69582, 1.63770], [-2.97055, -1.50482, 1.98870], [-4.10855, -1.28282, 2.42570], [-1.07255, -2.31182, 2.36170], [-1.34455, -2.22382, 0.76470], [-1.12955, -0.70582, 1.64070], [2.01245, -3.42582, -0.33330], [1.72645, -4.80082, 0.18870], [1.22045, -5.59282, -0.84130], [1.23445, -3.12482, -1.00130], [2.96545, -3.48382, -0.79630], [2.18545, -2.62882, 0.42770], [1.22345, -4.81582, 1.11170], [2.57845, -5.29282, 0.50370], [0.31945, -5.37682, -1.10430], [-0.71055, -1.80582, -3.57030], [-1.78455, -2.33582, -4.30030], [-2.50955, -1.29482, -5.02730], [-0.37955, -2.68382, -2.92530], [-1.02055, -0.99682, -2.91530], [-0.07155, -1.34382, -4.13930], [-2.60555, -2.60982, -3.61430], [-1.53855, -3.18782, -4.99230], [-2.93855, -1.94982, -5.72030], [-4.37255, 2.19818, -2.84930], [-3.37755, 1.37118, -1.94630], [-2.23955, 2.22718, -1.75430], [-5.39855, 1.82818, -2.92630], [-4.00555, 2.59318, -3.75230], [-4.66855, 3.28418, -2.29930], [-3.08655, 0.41618, -2.68730], [-3.91255, 1.10818, -0.97530], [-1.80055, 1.99718, -0.93230], [0.97745, 0.66518, -0.57030], [0.41545, 1.50718, 0.62270], [-0.93655, 1.63218, 0.49370], [2.06045, 0.54518, -0.55830], [0.66045, 1.23518, -1.52630], [0.45045, -0.36482, -0.61530], [0.90345, 2.37918, 0.70470], [0.68145, 1.03718, 1.54570], [-1.34755, 2.35418, 1.13470], [-3.37355, 4.42018, 0.68370], [-3.71655, 3.19418, 1.44070], [-2.66955, 2.83818, 2.34370], [-2.41655, 4.50518, 0.08970], [-3.15355, 5.27118, 1.54470], [-4.15355, 4.91018, -0.09330], [-4.06255, 2.44118, 0.77470], [-4.62455, 3.17318, 2.13170], [-2.96555, 3.02618, 3.22170], [4.90545, -0.43382, 0.84470], [6.42245, -0.60982, 1.31470], [6.85045, 0.07918, 2.43070], [4.83945, -1.05882, -0.11530], [4.47145, 0.62618, 0.63270], [4.16745, -0.85382, 1.60470], [6.85445, -0.29582, 0.45570], [6.63045, -1.71182, 1.25670], [6.50345, -0.41682, 3.12670]],
  "forces_ev_per_angstrom": [[1.178, 1.285, 0.867], [0.209, 1.607, -1.957], [-0.045, -3.581, 3.199], [-0.919, -0.273, -1.385], [-0.762, 0.514, -0.015], [0.333, 0.435, -0.741], [-1.953, 0.899, 1.283], [-7.001, 1.141, 2.890], [7.942, -1.570, -3.217], [0.478, -0.416, 1.353], [-0.135, -0.518, -2.119], [0.666, 0.568, -0.249], [0.681, 0.890, 1.548], [-0.495, 0.826, -0.634], [-0.524, -1.068, -0.505], [-0.340, 0.389, -0.536], [0.661, 0.139, -1.187], [-0.534, -0.612, -0.168], [-1.926, 0.124, 1.016], [2.343, -0.898, 0.169], [0.118, 0.243, 0.304], [-0.901, -1.890, 5.363], [-4.480, -0.836, -1.368], [-0.492, -2.818, -2.946], [0.519, 1.365, -0.732], [-0.482, -0.084, 0.457], [4.411, 1.773, -3.221], [0.659, -1.042, 0.105], [0.010, 0.732, 0.685], [0.754, 2.833, 1.694], [-1.459, 2.810, 3.824], [-0.374, -0.169, -2.652], [-1.217, -0.577, -0.569], [0.417, -0.706, -0.355], [0.761, -0.292, -1.329], [1.093, -2.668, -0.853], [-0.644, 1.982, 2.434], [0.928, -0.096, -1.257], [0.417, -0.347, 0.344], [-2.198, 0.253, -0.925], [0.915, -3.565, -0.993], [-3.121, 2.059, 1.508], [-0.100, 0.014, 0.140], [0.643, -1.027, 1.342], [0.937, 1.583, 0.125], [1.701, 3.595, -0.256], [0.067, -0.912, 0.968], [1.325, -2.193, -1.354], [0.138, 5.447, 0.170], [-2.036, -0.269, 1.537], [0.806, -0.593, -1.301], [-0.872, -1.145, 0.689], [-0.773, -1.720, -2.177], [1.336, -1.551, 2.104], [0.792, -1.415, -0.665], [0.641, 1.228, -1.115], [-0.060, 0.115, 0.647], [-1.078, -0.216, 0.382], [-3.285, -1.473, -0.742], [0.691, 0.816, -1.238], [-0.181, 0.900, 1.330], [1.425, -1.598, 0.315], [0.849, 0.183, -0.905], [2.336, 1.591, -2.239], [-0.155, 0.670, 0.890], [-0.635, -0.875, 2.225]],
  "nbo_charge": [-0.720, 0.288, -0.331, 0.259, 0.252, 0.250, -0.710, 0.297, -0.348, 0.244, 0.245, 0.269, -0.633, -0.067, -0.714, 0.206, 0.215, 0.204, 0.151, 0.174, 0.466, -0.622, -0.071, -0.724, 0.200, 0.221, 0.212, 0.164, 0.161, 0.461, -0.618, -0.080, -0.767, 0.209, 0.216, 0.173, 0.166, 0.171, 0.496, -0.635, -0.045, -0.773, 0.216, 0.225, 0.197, 0.175, 0.129, 0.526, -0.661, -0.097, -0.750, 0.244, 0.193, 0.239, 0.186, 0.176, 0.491, -0.654, -0.066, -0.681, 0.214, 0.225, 0.181, 0.173, 0.151, 0.458]
}

Entry 3:
{
  "formula": "C4H7O3P",
  "method": "ωB97M-V with the def2-TZVPD basis set",
  "e_above_lowest_ev": 2.7595,
  "total_charge": -2,
  "gap_ev": 5.648,
  "symbols": ["C", "C", "C", "C", "O", "O", "O", "P", "H", "H", "H", "H", "H", "H", "H"],
  "coordinates": [[0.40766, 0.87245, -0.50876], [-0.77061, 0.89551, 0.42797], [0.42390, 0.01353, 0.66838], [0.06554, -1.38000, 0.38816], [3.01381, 0.28283, 3.19138], [2.71648, 2.41603, 1.81656], [1.14048, 1.92333, 3.79150], [2.09561, 1.36800, 2.74028], [0.16513, 0.53557, -1.48192], [1.03573, 1.71971, -0.45296], [-0.89381, 1.99738, 0.89558], [-1.64830, 0.41332, 0.12184], [-0.20025, -1.40926, -0.65504], [-0.78997, -1.70182, 0.99030], [0.87584, -2.17011, 0.72184]],
  "forces_ev_per_angstrom": [[-0.178, 0.479, 0.155], [1.303, 3.696, 1.435], [0.500, 1.277, 2.077], [1.233, -2.195, 1.872], [-0.142, -0.977, -0.227], [-1.003, -1.036, 0.014], [-0.106, -0.828, -1.172], [0.833, 2.290, 0.670], [0.083, -0.744, -1.348], [0.668, 0.945, -0.276], [-0.046, -2.829, -0.415], [-1.558, -0.493, -0.626], [-0.190, -0.948, -0.965], [-0.281, 0.007, -0.015], [-1.114, 1.356, -1.180]],
  "nbo_charge": [-0.486, -0.477, -0.368, -0.638, -1.192, -1.196, -1.190, 2.397, 0.129, 0.212, 0.181, 0.140, 0.139, 0.169, 0.178]
}